C4H11N2O | ωB97M-V with the def2-TZVPD basis set

```
! wB97M-V def2-TZVPD RIJCOSX def2/J DEFGRID3
* xyz -1 1
O 0.202 -0.162 -2.857
N -1.627 -0.832 1.865
N 0.354 1.102 -0.772
C -1.170 0.317 1.029
C 0.909 0.687 -2.133
C 1.290 -0.680 0.797
C 0.068 -0.035 0.099
H 1.430 -0.071 1.683
H -1.516 -1.681 1.304
H -0.246 -0.909 -0.522
H -2.041 0.614 0.427
H 1.091 1.645 -2.650
H -0.803 1.051 1.721
H -0.441 1.681 -1.015
H 1.995 0.269 -1.875
H 2.162 -0.591 0.107
H -2.655 -0.686 1.942
H 0.998 -1.718 0.849
*
```

Calculated values
* molecular weight: 103.1 g mol⁻¹
* SMILES: C[C@@H](CN)NC[O-]
* ΔE to the lowest compared entry with this formula, charge and spin: 1.454 eV